Entry 1:
Molecular formula: C17H13N2O4S4SbTa
Method: DFT, the ωB97M-V functional and the def2-TZVPD basis

```
42
Properties=species:S:1:pos:R:3:forces:R:3
Ta 0.971 -1.322 1.025 0.07 0.11 -0.06
N 0.852 -1.077 -1.359 -0.04 0.01 0.02
C -0.251 -1.842 -1.909 0.01 0.00 0.00
C -0.530 -1.868 -3.246 0.00 0.00 -0.01
C -1.605 -2.631 -3.740 -0.01 -0.01 0.02
C -2.376 -3.359 -2.879 0.01 0.01 -0.01
C -2.104 -3.351 -1.493 0.00 0.00 -0.01
C -2.860 -4.107 -0.568 0.00 0.00 0.02
C -2.536 -4.074 0.755 0.00 0.00 -0.01
C -1.464 -3.277 1.176 0.01 0.00 0.00
N -0.735 -2.540 0.346 -0.04 -0.03 -0.03
C -1.035 -2.578 -1.001 0.02 0.00 0.01
H 1.730 -1.391 -1.765 0.00 -0.01 0.00
H 0.745 -0.096 -1.609 -0.01 0.00 0.01
H 0.086 -1.300 -3.932 0.00 0.00 0.00
H -1.809 -2.638 -4.801 0.00 0.00 0.00
H -3.201 -3.956 -3.245 0.00 0.00 0.00
H -3.686 -4.708 -0.927 0.00 0.00 0.00
H -3.079 -4.646 1.493 0.00 0.00 0.00
H -1.193 -3.242 2.219 0.00 0.00 0.00
S 1.047 -5.421 2.539 -0.03 0.01 -0.01
Sb 2.410 -3.706 2.820 0.00 0.00 0.04
S 0.714 -1.672 3.214 0.01 -0.03 0.06
S 2.709 -2.706 0.499 0.01 -0.01 0.00
S 4.171 -3.161 4.005 0.00 0.00 -0.01
O -0.345 0.373 0.689 0.04 0.01 -0.02
C 0.653 1.170 0.784 -0.04 -0.03 0.01
O 1.797 0.562 0.921 -0.01 -0.03 0.00
C 0.559 2.602 0.728 -0.01 0.01 0.01
C -0.695 3.190 0.552 0.00 0.01 -0.01
C -0.835 4.570 0.491 0.00 -0.01 0.00
C 0.320 5.310 0.621 0.00 0.01 0.00
O 0.442 6.646 0.593 0.00 0.00 0.00
C 1.828 6.943 0.834 0.00 0.00 0.00
O 2.521 5.696 0.884 0.00 0.00 0.00
C 1.575 4.724 0.801 0.00 0.00 0.00
C 1.737 3.374 0.860 -0.01 -0.01 -0.01
H -1.565 2.553 0.465 0.00 0.00 0.00
H -1.795 5.047 0.355 0.00 0.00 0.00
H 1.920 7.457 1.791 0.00 0.00 0.00
H 2.212 7.544 0.011 0.00 0.00 0.00
H 2.702 2.911 1.003 0.00 0.00 0.00
```
Forces are in eV/Å.

Output
Molecular weight: 740.28 g mol⁻¹
Total energy: -2956.08821 Ha
Net charge: +1
HOMO-LUMO gap: 7.1 eV
LUMO energy: -4.26 eV
Energy above the lowest of the compared OMol25 structures with the same formula, charge and spin: 0.0 kcal/mol


Entry 2:
Molecular formula: C17H13N2PdS7Te
Method: DFT, the ωB97M-V functional and the def2-TZVPD basis

```
41
Properties=species:S:1:pos:R:3:forces:R:3
Pd 0.286 1.016 -0.570 0.21 -0.06 0.23
C 3.273 -0.926 -0.917 0.01 0.02 0.02
C 3.341 0.555 -1.039 0.03 -0.04 0.06
N 2.318 1.357 -0.896 -0.09 0.01 0.00
C 2.667 2.691 -1.030 0.05 0.00 -0.06
C 3.977 2.888 -1.310 -0.01 -0.01 0.08
S 4.795 1.389 -1.362 -0.07 0.00 -0.05
C 1.609 3.669 -0.805 0.02 0.05 -0.01
C 1.677 5.023 -0.790 -0.01 -0.04 0.00
S 0.149 5.672 -0.395 0.02 -0.02 0.01
C -0.513 4.104 -0.264 -0.02 0.03 0.00
N 0.359 3.162 -0.511 -0.08 0.01 -0.08
C -1.937 3.873 0.104 -0.01 -0.01 -0.02
H 2.457 -1.182 -0.242 0.03 0.01 0.00
H 4.205 -1.328 -0.523 0.01 -0.01 -0.01
H 3.085 -1.382 -1.890 -0.02 -0.01 -0.01
H 4.497 3.819 -1.454 0.01 0.02 0.00
H 2.530 5.653 -0.970 0.02 0.01 -0.01
H -2.428 4.805 0.371 0.00 0.00 0.01
H -1.992 3.192 0.955 0.00 -0.01 0.00
H -2.476 3.429 -0.734 0.00 0.00 0.00
S -4.533 -2.832 3.221 0.02 0.05 0.00
C -3.466 -1.856 2.496 -0.07 -0.05 0.09
S -1.800 -1.717 3.010 0.05 -0.04 -0.08
C -1.231 -0.659 1.757 -0.08 0.16 0.02
C -2.231 -0.268 0.840 0.07 -0.06 0.07
S -1.898 0.516 -0.598 -0.01 0.00 -0.10
S -3.867 -0.814 1.164 0.00 -0.03 -0.07
S 0.355 -0.139 1.743 0.02 -0.02 -0.07
Te -0.425 -1.091 -2.085 -0.07 0.06 0.00
C -0.803 -2.658 -0.747 -0.08 0.03 -0.03
C 0.191 -3.216 0.049 0.03 -0.03 -0.01
C -0.120 -4.267 0.896 0.03 0.02 0.01
C -1.420 -4.751 0.963 -0.01 0.00 0.00
C -2.414 -4.192 0.172 0.03 0.02 -0.02
C -2.106 -3.150 -0.691 0.01 -0.02 0.03
H 1.203 -2.835 0.020 -0.02 -0.01 -0.01
H 0.654 -4.702 1.514 0.00 -0.01 0.01
H -1.659 -5.564 1.635 0.00 0.00 0.00
H -3.428 -4.565 0.223 -0.01 -0.01 0.01
H -2.882 -2.718 -1.311 0.01 -0.02 -0.02
```
Forces are in eV/Å.

Output
Molecular weight: 703.79 g mol⁻¹
Total energy: -3948.16651 Ha
Net charge: +1
HOMO-LUMO gap: 5.5 eV
LUMO energy: -4.87 eV
Energy above the lowest of the compared OMol25 structures with the same formula, charge and spin: 9.0 kcal/mol


Entry 3:
Molecular formula: C17H14AgBrN3O5
Method: DFT, the ωB97M-V functional and the def2-TZVPD basis

```
41
Properties=species:S:1:pos:R:3:forces:R:3
Ag -0.245 0.450 0.077 -0.39 -0.76 -0.47
C 2.201 0.082 -2.946 -0.02 0.05 -0.02
C 0.907 0.791 -3.129 -0.27 0.10 -0.08
N 0.054 1.083 -2.191 0.03 0.00 -0.07
C -1.054 1.698 -2.738 0.21 -0.05 -0.02
C -0.845 1.838 -4.158 -0.05 -0.33 0.25
N 0.445 1.235 -4.350 0.27 0.31 0.15
C -1.514 2.439 -5.242 -0.10 0.28 -0.09
O -0.736 2.449 -6.467 0.05 -0.17 -0.01
O -2.621 2.970 -5.336 0.20 -0.15 0.03
C -2.193 2.010 -1.809 0.10 0.01 0.09
O -3.290 2.340 -2.276 0.07 0.05 0.08
O -1.926 1.891 -0.548 -0.01 0.05 -0.07
H 2.287 -0.186 -1.892 0.02 0.00 -0.04
H 3.065 0.707 -3.219 -0.07 -0.05 0.01
H 2.258 -0.838 -3.547 -0.01 0.06 0.04
H 0.817 0.898 -5.216 -0.20 -0.21 -0.11
H 0.196 2.360 -6.244 -0.06 0.17 0.08
Br 0.094 -6.128 2.371 0.00 0.03 -0.01
C 0.051 -4.297 1.777 0.01 -0.06 0.00
C 0.716 -3.943 0.618 -0.03 0.11 0.04
C 0.673 -2.608 0.209 0.07 -0.06 0.00
C -0.009 -1.595 0.902 -0.06 0.47 0.12
C -0.663 -2.040 2.066 0.02 -0.07 0.03
C -0.648 -3.362 2.517 0.04 0.11 -0.07
H 1.256 -4.686 0.044 0.00 -0.02 0.00
H 1.205 -2.359 -0.706 -0.03 -0.01 0.00
H -1.223 -1.327 2.668 -0.01 -0.04 -0.04
H -1.174 -3.652 3.419 0.01 -0.01 0.00
O 1.377 1.752 1.606 0.52 0.32 -0.02
N 0.815 1.407 2.688 -0.12 -0.05 0.03
C -0.365 1.971 3.040 -0.37 0.04 0.17
C -1.031 1.565 4.177 -0.06 0.21 -0.18
C -0.507 0.568 4.980 -0.05 -0.08 0.11
C 0.688 -0.009 4.594 0.22 -0.06 -0.08
C 1.330 0.415 3.449 0.01 -0.17 0.25
H -0.734 2.698 2.332 -0.01 -0.02 -0.04
H -1.981 2.026 4.410 0.01 0.02 -0.05
H -1.035 0.224 5.858 0.01 0.01 0.02
H 1.122 -0.823 5.158 0.03 -0.01 -0.03
H 2.235 -0.014 3.052 0.01 -0.02 -0.01
```
Forces are in eV/Å.

Output
Molecular weight: 528.09 g mol⁻¹
Total energy: -3917.59137 Ha
Net charge: -2
Expectation value of S²: 0.765
HOMO-LUMO gap (alpha / beta): 2.1 / 5.3 eV
LUMO energy (alpha / beta): 3.93 / 3.93 eV
Energy above the lowest of the compared OMol25 structures with the same formula, charge and spin: 12.6 kcal/mol
Spin multiplicity: 2


Entry 4:
Molecular formula: C17H14Br2O2Os
Method: DFT, the ωB97M-V functional and the def2-TZVPD basis

```
36
Properties=species:S:1:pos:R:3:forces:R:3
C 0.649 1.469 -2.344 0.25 -0.41 -0.11
C 1.021 2.042 -1.083 1.84 0.65 0.09
C 1.736 1.046 -0.335 0.78 0.36 -1.47
H 0.888 3.075 -0.781 -0.14 -0.31 -0.01
C 1.737 -0.177 -1.090 1.30 0.56 -0.79
C 1.091 0.095 -2.356 1.15 -0.46 -0.19
H 0.990 -0.612 -3.166 0.01 0.13 0.12
H 0.143 1.992 -3.145 -0.05 -0.24 0.12
H 2.250 1.208 0.605 -0.56 -0.19 0.02
H 2.207 -1.115 -0.798 -0.29 0.31 -0.02
Os -0.347 0.336 -0.824 -2.29 -0.12 1.12
Br -2.476 1.285 -1.220 -0.94 0.36 0.07
C -1.987 -1.987 -3.324 1.45 -0.73 -0.91
C -0.797 -2.105 -4.110 -2.18 -0.65 1.40
C -0.654 -0.901 -4.876 -2.01 2.31 -0.23
H -0.189 -3.002 -4.238 -0.18 0.33 0.25
C -1.747 -0.041 -4.553 2.16 -0.87 -1.45
C -2.580 -0.724 -3.615 0.16 -0.88 -0.35
H -3.581 -0.420 -3.335 0.25 0.00 0.11
H -2.442 -2.802 -2.760 0.26 0.47 0.00
H 0.078 -0.739 -5.669 -0.17 0.07 0.39
H -1.978 0.888 -5.076 0.11 -0.25 0.40
Br 2.447 -1.839 3.022 0.07 -0.18 0.22
C 1.237 -0.777 4.011 -0.78 0.72 0.15
C 1.425 -0.618 5.396 -0.03 0.14 -0.47
C 0.703 0.360 6.095 -0.17 -0.08 -0.67
C -0.233 1.141 5.411 -0.13 0.01 -0.14
C -0.490 0.901 4.052 -0.08 0.19 0.21
C 0.226 -0.045 3.326 0.80 -0.29 0.30
C -0.041 -0.209 1.842 -0.32 -0.68 -0.61
O -0.247 0.893 1.147 -0.62 -1.31 2.23
O -0.071 -1.327 1.287 0.07 1.48 0.68
H 2.167 -1.226 5.915 -0.18 0.23 -0.25
H 0.890 0.519 7.155 -0.04 -0.06 -0.23
H -0.765 1.958 5.922 0.23 -0.57 -0.23
H -1.258 1.459 3.510 0.28 -0.02 0.28
```
Forces are in eV/Å.

Output
Molecular weight: 600.34 g mol⁻¹
Total energy: -6045.22112 Ha
Net charge: 0
Expectation value of S²: 6.033
HOMO-LUMO gap (alpha / beta): 7.2 / 6.3 eV
LUMO energy (alpha / beta): 0.25 / -1.78 eV
Energy above the lowest of the compared OMol25 structures with the same formula, charge and spin: 0.0 kcal/mol
Spin multiplicity: 5


Entry 5:
Molecular formula: C17H14BrMgNO3S
Method: DFT, the ωB97M-V functional and the def2-TZVPD basis

```
38
Properties=species:S:1:pos:R:3:forces:R:3
C -3.021 -0.753 -2.355 -0.04 0.34 -0.98
C -2.703 0.601 -2.061 0.02 -0.18 -0.95
C -1.304 0.770 -2.273 -0.16 0.03 -1.01
H -3.397 1.362 -1.694 0.41 -0.41 -0.09
C -0.763 -0.472 -2.702 -0.39 0.17 -0.64
C -1.820 -1.423 -2.740 -0.12 0.34 -0.70
H -1.718 -2.478 -3.018 -0.08 0.49 0.23
H -4.022 -1.196 -2.311 0.56 0.16 0.14
H -0.730 1.675 -2.068 -0.29 -0.43 0.03
H 0.288 -0.676 -2.931 -0.50 0.10 0.28
Mg -1.567 -0.699 -0.522 0.88 0.62 0.88
Br -1.611 1.530 0.774 -0.45 1.81 0.95
C -1.474 -1.879 1.481 -0.51 -0.11 0.70
C -1.478 -2.820 0.419 -0.68 -0.27 -0.15
C -2.748 -2.724 -0.240 0.03 -0.66 0.65
H -0.654 -3.483 0.132 -0.36 0.35 0.13
C -3.510 -1.713 0.412 -0.03 -0.60 0.64
C -2.732 -1.207 1.491 -0.09 -0.86 0.18
H -3.034 -0.413 2.180 0.28 -0.41 -0.49
H -0.633 -1.660 2.143 -0.43 -0.07 -0.42
H -3.068 -3.331 -1.096 0.20 0.45 0.37
H -4.514 -1.371 0.139 0.50 -0.15 0.05
O 3.275 -1.330 2.990 2.49 -0.89 0.86
S 2.496 -0.157 2.898 -4.48 0.34 -6.67
O 1.747 0.289 4.008 0.43 1.34 2.16
N 1.318 -0.537 1.730 0.78 -1.51 3.06
C 1.277 0.081 0.614 -0.69 0.23 -0.89
O 0.434 -0.110 -0.304 1.81 -0.12 0.07
C 2.342 1.137 0.538 0.00 0.60 -0.79
C 2.562 2.040 -0.523 0.31 -0.33 0.90
C 3.582 2.985 -0.393 -0.04 -0.33 0.43
C 4.365 3.036 0.772 -0.39 -0.60 0.29
C 4.130 2.127 1.828 -0.30 0.06 -0.58
C 3.106 1.181 1.687 1.43 0.59 1.21
H 1.937 1.987 -1.409 -0.02 -0.06 0.17
H 3.763 3.688 -1.199 0.03 0.02 0.05
H 5.152 3.780 0.865 -0.09 -0.09 0.00
H 4.725 2.162 2.736 -0.03 0.05 -0.12
```
Forces are in eV/Å.

Output
Molecular weight: 416.58 g mol⁻¹
Total energy: -4109.03628 Ha
Net charge: -2
HOMO-LUMO gap: 5.2 eV
LUMO energy: 4.71 eV


Entry 6:
Molecular formula: C17H14CaF6N5O2S5Sb
Method: DFT, the ωB97M-V functional and the def2-TZVPD basis

```
51
Properties=species:S:1:pos:R:3:forces:R:3
Ca 6.416 4.196 17.688 0.59 -0.92 -0.23
C 12.954 5.809 16.741 -0.15 -0.37 -0.07
S 11.617 6.818 16.138 -0.55 0.60 -0.56
C 10.165 6.123 16.839 0.00 -0.61 -0.21
S 8.728 6.296 15.787 0.99 0.04 1.02
N 10.253 5.411 17.956 -1.99 0.06 -1.90
N 9.125 4.668 18.206 1.05 0.20 1.03
C 9.275 4.113 19.416 1.57 0.93 -1.34
C 8.344 3.379 20.141 -0.78 -1.45 2.79
C 8.607 3.354 21.548 -1.53 -1.90 0.49
C 7.900 2.476 22.384 0.88 1.69 -0.24
C 6.917 1.637 21.866 -1.31 -1.42 0.74
C 6.576 1.788 20.557 2.18 0.46 -2.31
N 7.298 2.653 19.715 -1.63 -0.59 -0.80
H 13.558 5.497 15.881 0.10 0.22 0.42
H 12.532 4.941 17.235 0.00 -0.15 0.03
H 13.456 6.413 17.474 0.76 -0.10 0.19
H 10.297 4.259 19.863 -1.30 0.02 -0.07
H 9.333 4.025 21.914 0.73 0.51 0.63
H 8.049 2.531 23.459 0.25 -0.17 -0.10
H 6.371 0.833 22.462 0.93 1.35 -0.65
H 5.971 1.048 19.998 -0.02 1.06 0.66
O 6.003 6.242 16.552 -0.82 -0.19 2.48
C 5.769 6.634 17.762 0.23 0.66 -2.26
O 6.075 6.050 18.823 -0.03 -0.17 0.29
H 5.274 7.596 17.855 -0.31 0.54 0.05
S 6.058 6.814 10.664 -0.08 -0.85 0.19
C 6.492 5.638 11.769 -0.39 -0.32 0.51
S 7.993 5.745 12.619 0.55 0.61 -0.16
C 7.552 4.493 13.735 -1.24 0.89 -1.12
N 6.412 3.983 13.405 -0.41 -0.76 0.94
N 5.805 4.552 12.322 2.45 2.30 -0.72
C 4.566 4.060 11.890 -0.75 -1.19 1.23
C 3.802 3.509 12.948 0.45 -0.55 0.43
C 2.812 2.573 12.723 -0.11 0.83 -1.64
C 2.505 2.361 11.359 -0.46 -0.25 0.23
C 3.141 3.045 10.313 -0.45 -0.13 0.10
C 4.229 3.907 10.556 -0.21 -0.11 -0.49
S 8.391 4.252 15.245 0.10 -0.85 0.08
H 4.108 3.675 13.984 0.01 0.21 -0.53
H 2.255 2.111 13.538 0.29 0.10 -0.32
H 1.702 1.651 11.114 0.36 0.35 -0.02
H 2.714 2.869 9.309 0.65 0.24 0.50
H 4.808 4.428 9.755 -0.64 -0.66 0.81
F 3.920 3.798 17.798 -0.70 -0.82 0.77
Sb 3.527 2.012 17.022 2.61 2.70 0.77
F 1.968 1.631 18.007 0.36 -0.03 -0.64
F 2.640 3.186 15.746 0.36 -1.65 0.74
F 3.743 0.565 15.830 -0.54 0.40 0.62
F 5.348 2.640 16.416 -0.64 -1.22 -0.60
F 4.577 1.240 18.525 -1.40 0.46 -1.79
```
Forces are in eV/Å.

Output
Molecular weight: 756.49 g mol⁻¹
Total energy: -4588.72997 Ha
Net charge: -1
Expectation value of S²: 0.803
HOMO-LUMO gap (alpha / beta): 4.6 / 6.9 eV
LUMO energy (alpha / beta): 1.29 / 1.29 eV
Energy above the lowest of the compared OMol25 structures with the same formula, charge and spin: 33.6 kcal/mol
Spin multiplicity: 2


Q: molecular weight of number 5 (C17H14BrMgNO3S)?
A: 416.58 g mol⁻¹


Q: Look up the total energy of the sixth one.
A: -4588.72997 Ha